No. 1
# C48H38N4OPdS

A molecular structure, C48H38N4OPdS (ωB97M-V/def2-TZVPD, OMol25).

The geometry in XYZ format:
```
93
Properties=species:S:1:pos:R:3
Pd 0.860 -0.313 -0.078
C 2.486 3.278 -6.706
C 1.168 3.108 -6.306
C 0.879 2.460 -5.114
C 1.908 1.984 -4.305
C 3.227 2.157 -4.712
C 3.515 2.799 -5.908
C 1.592 1.294 -3.025
C 1.049 -0.002 -3.114
C 0.823 -0.697 -4.321
C 0.284 -1.917 -3.978
C 0.200 -1.935 -2.573
C -0.339 -3.031 -1.810
C -0.904 -4.167 -2.582
C -2.077 -3.994 -3.313
C -2.618 -5.054 -4.024
C -1.986 -6.291 -4.023
C -0.813 -6.465 -3.304
C -0.275 -5.408 -2.583
C -0.397 -3.082 -0.444
N 0.061 -2.119 0.428
C -0.275 -2.534 1.676
C -0.064 -1.834 2.858
C -0.531 -2.457 4.125
C 0.104 -3.583 4.641
C -0.345 -4.165 5.818
C -1.437 -3.632 6.487
C -2.075 -2.508 5.978
C -1.621 -1.921 4.807
C 0.537 -0.555 2.953
C 0.767 0.134 4.157
C 1.352 1.339 3.818
C 1.485 1.337 2.420
N 0.992 0.186 1.891
C 2.014 2.437 1.653
C 2.054 2.492 0.285
C 2.579 3.605 -0.476
C 2.432 3.297 -1.778
C 1.852 1.974 -1.839
N 1.621 1.511 -0.583
C 2.530 3.597 2.426
C 3.689 3.473 3.188
C 4.174 4.554 3.908
C 3.498 5.767 3.887
C 2.336 5.894 3.141
C 1.855 4.814 2.414
C -0.963 -3.807 1.604
C -1.033 -4.144 0.304
N 0.674 -0.783 -2.046
H 2.710 3.781 -7.638
H 0.360 3.479 -6.924
H -0.148 2.317 -4.802
H 4.028 1.782 -4.086
H 4.545 2.923 -6.216
H 1.043 -0.326 -5.308
H -0.014 -2.713 -4.638
H -2.563 -3.026 -3.309
H -3.535 -4.914 -4.581
H -2.407 -7.115 -4.583
H -0.314 -7.426 -3.303
H 0.641 -5.539 -2.020
H 0.956 -3.997 4.116
H 0.162 -5.037 6.212
H -1.790 -4.089 7.402
H -2.928 -2.088 6.495
H -2.109 -1.039 4.410
H 0.531 -0.225 5.144
H 1.655 2.132 4.480
H 2.997 4.501 -0.049
H 2.696 3.893 -2.635
H 4.211 2.524 3.208
H 5.082 4.450 4.487
H 3.876 6.608 4.453
H 1.800 6.834 3.125
H 0.947 4.909 1.831
H -1.353 -4.345 2.451
H -1.494 -5.012 -0.135
C -3.049 2.857 -0.219
C -2.055 2.034 0.578
S -2.351 0.248 0.550
O -2.547 -0.141 -0.876
C -4.003 0.199 1.348
C -5.140 0.132 0.341
H -2.681 3.876 -0.345
H -4.018 2.912 0.278
H -3.189 2.416 -1.206
H -2.000 2.315 1.634
H -1.044 2.122 0.169
H -4.083 1.062 2.011
H -3.987 -0.697 1.971
H -5.246 1.061 -0.215
H -6.078 -0.072 0.859
H -4.957 -0.661 -0.383
```

As for the total charge: 0. Its electronic energy is -72716.0496 eV. Its expectation value of S² is 2.109. As for the spin multiplicity: 3.

These are the Mulliken partial charges, in e, on atoms 1 to 8: atom 1 (Pd): 1.1242, atom 2 (C): -0.3735, atom 3 (C): -0.8634, atom 4 (C): 0.0405, atom 5 (C): -0.9226, atom 6 (C): 0.1429, atom 7 (C): -0.8542, atom 8 (C): 1.7803

=====

No. 2
# C48H40AsIIrO4P2S4Sb

A molecular structure, C48H40AsIIrO4P2S4Sb (ωB97M-V/def2-TZVPD, OMol25).

The geometry in XYZ format:
```
102
Properties=species:S:1:pos:R:3
Ir 0.737 0.524 0.639
S 1.033 -2.160 4.469
Sb 1.879 -0.253 3.666
S 0.220 1.235 2.740
S 2.507 -0.590 1.308
I -1.215 5.205 -1.986
C 0.323 5.441 -3.382
C -0.096 5.568 -4.679
C 0.799 5.929 -5.701
C 2.090 6.220 -5.385
C 2.555 6.082 -4.055
C 3.898 6.430 -3.760
C 4.397 6.299 -2.503
C 3.589 5.719 -1.506
C 2.286 5.356 -1.744
P 1.521 4.360 -0.434
C 2.850 3.466 0.405
C 3.715 2.644 -0.328
C 4.739 1.967 0.309
C 4.905 2.077 1.683
C 4.046 2.879 2.417
C 3.028 3.578 1.784
C 0.867 5.519 0.802
C 0.057 4.994 1.809
C -0.529 5.838 2.738
C -0.329 7.211 2.654
C 0.459 7.737 1.640
C 1.053 6.896 0.711
C 1.692 5.612 -3.025
H -1.139 5.415 -4.917
H 0.442 6.012 -6.719
H 2.788 6.558 -6.141
H 4.514 6.809 -4.566
H 5.415 6.583 -2.272
H 4.031 5.517 -0.539
H 3.581 2.536 -1.394
H 5.400 1.335 -0.270
H 5.699 1.533 2.180
H 4.167 2.971 3.489
H 2.376 4.207 2.373
H -0.113 3.924 1.864
H -1.151 5.424 3.521
H -0.795 7.871 3.375
H 0.610 8.807 1.570
H 1.658 7.311 -0.085
C -1.905 -2.065 1.530
C -2.824 -3.135 0.942
As -3.710 -4.388 2.194
C -3.835 -5.892 0.948
C -2.830 -6.256 0.051
C -3.003 -7.331 -0.808
C -4.186 -8.059 -0.784
C -5.192 -7.708 0.102
C -5.015 -6.630 0.961
C -2.196 -4.946 3.302
C -1.444 -6.104 3.104
C -0.458 -6.468 4.012
C -0.220 -5.691 5.137
C -0.972 -4.546 5.351
C -1.951 -4.178 4.439
P -0.755 -1.448 0.246
C 0.294 -2.863 -0.171
C 1.077 -2.802 -1.327
C 1.970 -3.821 -1.614
C 2.101 -4.902 -0.749
C 1.335 -4.959 0.405
C 0.433 -3.944 0.696
C -1.854 -1.175 -1.168
C -1.940 -2.038 -2.256
C -2.849 -1.786 -3.273
C -3.684 -0.680 -3.204
C -3.610 0.178 -2.116
C -2.696 -0.065 -1.104
H -1.305 -2.397 2.383
H -2.467 -1.196 1.880
H -2.295 -3.730 0.200
H -3.646 -2.657 0.406
H -1.893 -5.709 0.021
H -2.212 -7.602 -1.497
H -4.321 -8.897 -1.456
H -6.118 -8.269 0.125
H -5.808 -6.357 1.648
H -1.628 -6.736 2.246
H 0.118 -7.370 3.844
H 0.546 -5.979 5.847
H -0.795 -3.932 6.225
H -2.539 -3.286 4.627
H 0.999 -1.947 -1.987
H 2.572 -3.766 -2.512
H 2.805 -5.694 -0.974
H 1.435 -5.792 1.090
H -0.147 -4.011 1.606
H -1.300 -2.910 -2.313
H -2.905 -2.459 -4.119
H -4.390 -0.483 -4.002
H -4.250 1.049 -2.063
H -2.620 0.627 -0.274
O -0.593 1.714 -2.908
S 0.272 1.727 -1.777
O 1.291 2.832 -1.872
O -0.463 1.901 -0.446
O 1.012 0.435 -1.545
```

As for the energy relative to the best compared isomer or geometry (same formula, charge and spin): 0.0 kcal per mole. As for the total charge: 0. Its expectation value of S² is 6.032. As for the spin multiplicity: 5.

These are the Mulliken partial charges, in e, on atoms 1 to 8: atom 1 (Ir): 3.1609, atom 2 (S): -0.4105, atom 3 (Sb): 0.3931, atom 4 (S): -0.5585, atom 5 (S): -0.5103, atom 6 (I): 0.1625, atom 7 (C): 0.0831, atom 8 (C): -0.5746